Entry from OMol25: a single C2H4N2 molecule at a distorted geometry (ωB97M-V/def2-TZVPD).

```
8
Properties=species:S:1:pos:R:3:forces:R:3
C -1.17293 0.98596 -0.01359 -3.67 -2.89 -1.23
N -0.43390 1.21976 1.13215 0.23 -2.05 3.11
C 0.16397 2.21683 0.94557 2.26 4.12 1.59
N 0.77953 3.25245 0.76489 -0.46 2.21 0.20
H -1.63872 1.91929 -0.28248 -0.86 0.11 -0.57
H -0.36244 0.82585 -0.74677 -1.47 -1.28 -0.73
H -2.09732 0.16064 0.30825 2.95 2.02 -1.84
H 0.29037 4.17878 1.03640 1.03 -2.23 -0.53
```
Positions in Å, forces in eV/Å.

For the electronic energy, the calculation gives -188.032778 a.u. The value obtained for the HOMO-LUMO gap is 10.89 eV. The net charge is 0. As for the SMILES: CN=C=N. The value obtained for the LUMO energy is 0.8713 eV. As for the HOMO energy: -10.0138 eV. Its spin multiplicity is 1.

How positive or negative is each atom? The Löwdin charges in e answer that: C -0.168; N 0.010; C -0.403; N 0.140; H 0.058; H 0.090; H 0.156; H 0.117

Entry from OMol25: 7 unconnected molecules or ions with the total composition C31H78NO6Si at a distorted geometry (ωB97M-V/def2-TZVPD).

```
117
Properties=species:S:1:pos:R:3:forces:R:3
C 0.26963 5.04363 2.13322 0.40 -0.17 -0.05
Si -0.84229 3.64787 1.66169 -0.41 0.65 0.18
C -1.82814 2.97845 3.08321 0.45 -0.33 -0.15
C -1.95827 3.97199 0.21602 0.17 -0.25 0.13
N 0.22109 2.19298 1.17439 -0.23 -0.29 0.03
C 1.26208 1.69256 2.13868 -0.19 -0.29 -0.23
C 1.79032 0.45224 1.42223 0.20 0.46 0.09
C 1.72665 0.80663 -0.07846 -0.30 -0.12 0.32
C 0.83667 2.06862 -0.17680 0.68 -0.70 -0.59
H 0.49317 5.69615 1.28936 -0.06 0.07 0.02
H -0.16878 5.63431 2.93778 -0.11 0.05 -0.07
H 1.22427 4.67168 2.51353 0.01 0.04 0.06
H -2.65820 3.65528 3.27710 -0.06 0.00 0.10
H -1.22410 2.87266 3.98428 -0.09 0.07 0.11
H -2.23111 1.99141 2.83926 -0.18 0.05 0.05
H -1.71497 4.88939 -0.31490 0.07 -0.02 -0.11
H -2.97859 4.05777 0.58999 -0.04 0.00 -0.05
H -1.93435 3.12858 -0.47737 -0.13 0.10 -0.14
H -0.46665 1.43112 1.18298 -0.09 0.03 -0.04
H 0.75681 1.46118 3.07301 0.20 0.16 0.17
H 2.03270 2.44769 2.26460 -0.10 0.17 0.06
H 2.81927 0.27034 1.71864 -0.06 -0.32 0.17
H 1.16125 -0.39673 1.68351 0.12 -0.13 -0.08
H 1.27987 -0.00943 -0.64347 0.16 -0.03 -0.14
H 2.72739 1.01954 -0.44196 -0.05 -0.07 -0.23
H 0.06442 1.92583 -0.92765 -0.09 0.27 0.03
H 1.47868 2.90400 -0.44588 -0.39 0.44 0.34
C -1.85091 -1.63356 0.46989 0.10 -0.05 -0.03
C -2.02012 -0.72407 -0.73384 0.04 0.09 0.22
O -1.17641 -1.05316 -1.81725 0.06 0.11 0.00
C -1.36517 -2.36217 -2.35072 0.03 -0.12 -0.04
C -2.76841 -2.61408 -2.87057 -0.03 0.07 0.06
H -0.79162 -1.73150 0.72625 -0.02 -0.01 0.04
H -2.39522 -1.23762 1.33007 -0.02 0.02 -0.01
H -2.23973 -2.63289 0.28107 -0.05 0.00 0.07
H -1.73428 0.30413 -0.46543 -0.05 0.01 -0.06
H -3.07099 -0.68219 -1.03909 0.01 -0.02 -0.04
H -1.09102 -3.11683 -1.60550 0.00 0.02 0.02
H -0.64184 -2.43386 -3.16226 -0.01 0.03 -0.02
H -3.50337 -2.66022 -2.06495 0.01 -0.03 0.01
H -2.79779 -3.56866 -3.39580 0.01 -0.01 -0.02
H -3.06698 -1.82723 -3.56463 0.00 -0.02 -0.03
C -4.67433 3.52422 -1.94864 -0.09 -0.01 -0.02
C -4.88053 2.02127 -1.84325 0.09 -0.01 0.00
O -6.10303 1.64410 -1.24817 0.00 0.00 0.05
C -7.27405 2.04534 -1.94581 -0.08 0.01 -0.03
C -7.39021 1.45840 -3.34133 0.08 -0.01 0.01
H -4.85332 3.99875 -0.98250 0.02 0.02 0.00
H -3.65037 3.73176 -2.26266 0.00 0.03 -0.01
H -5.33984 3.98742 -2.67702 0.00 -0.03 -0.02
H -4.11532 1.59004 -1.19272 0.01 0.00 -0.01
H -4.75969 1.55156 -2.82647 -0.01 0.01 -0.01
H -7.34230 3.13840 -1.98295 0.02 0.00 -0.01
H -8.09755 1.69589 -1.32448 0.00 -0.01 0.01
H -6.64720 1.86911 -4.02647 -0.01 0.02 0.00
H -8.37398 1.68091 -3.75407 -0.02 0.00 0.00
H -7.26356 0.37564 -3.30996 -0.03 -0.01 0.00
C 4.58368 9.92821 0.33637 -0.01 -0.06 -0.05
C 3.34246 9.30560 0.95016 0.03 0.06 0.04
O 2.59143 8.50650 0.04712 -0.06 -0.02 0.03
C 3.26550 7.38538 -0.48461 -0.02 -0.05 -0.04
C 3.66819 6.36254 0.56620 0.05 -0.02 0.05
H 4.32893 10.45354 -0.58437 0.00 0.03 0.01
H 5.02133 10.64226 1.03374 -0.01 0.01 0.01
H 5.34846 9.18561 0.10474 0.01 0.00 0.02
H 2.65174 10.08626 1.26615 -0.01 0.01 -0.01
H 3.60605 8.72956 1.84511 0.00 -0.01 -0.01
H 4.13698 7.68992 -1.07391 0.01 0.01 0.03
H 2.55370 6.93955 -1.18136 0.01 0.00 -0.01
H 4.46345 6.72390 1.21846 0.02 0.02 -0.03
H 4.03041 5.45197 0.08477 0.00 0.01 -0.02
H 2.81265 6.11268 1.19542 -0.01 -0.01 0.00
C 2.56088 -5.85100 1.98387 0.02 0.09 -0.01
C 1.41815 -5.51125 1.04347 -0.02 -0.09 0.00
O 1.09136 -4.12860 1.01032 -0.09 0.03 0.02
C 2.12185 -3.27455 0.56183 0.10 0.10 -0.10
C 2.58874 -3.54579 -0.85773 -0.02 -0.11 0.01
H 2.37539 -5.43590 2.97544 -0.01 -0.03 0.01
H 2.65630 -6.93296 2.07281 -0.01 -0.01 0.00
H 3.51707 -5.46720 1.62451 0.00 -0.02 -0.02
H 0.50353 -6.00231 1.37418 -0.01 0.01 0.01
H 1.63357 -5.87763 0.03425 0.01 0.02 0.00
H 2.97392 -3.29802 1.25380 0.00 0.00 -0.01
H 1.69532 -2.27009 0.61500 -0.03 -0.02 0.02
H 3.12760 -4.48936 -0.93941 0.05 0.03 -0.02
H 3.27352 -2.76221 -1.18510 0.01 0.00 0.00
H 1.73674 -3.57686 -1.53936 -0.01 0.04 0.00
C -4.98516 -4.64633 3.17699 0.03 -0.04 -0.05
C -5.12626 -3.71551 1.98500 -0.04 0.03 0.05
O -4.27992 -4.04291 0.89558 0.06 0.05 -0.06
C -4.49635 -5.31889 0.31260 0.01 -0.06 -0.04
C -5.88148 -5.49746 -0.28392 -0.02 0.06 0.05
H -3.93724 -4.73925 3.46544 0.00 0.02 0.02
H -5.54651 -4.25121 4.02393 0.00 0.01 0.01
H -5.36933 -5.64475 2.96637 -0.02 0.00 0.00
H -4.83525 -2.70306 2.26854 0.01 0.00 0.00
H -6.17103 -3.66720 1.65919 0.00 -0.01 0.00
H -4.28641 -6.11240 1.03796 -0.01 0.01 0.01
H -3.74196 -5.39712 -0.47127 0.01 0.01 0.00
H -6.65762 -5.53602 0.48112 0.00 -0.02 0.00
H -5.92543 -6.43212 -0.84308 0.01 -0.01 -0.01
H -6.11309 -4.67500 -0.96211 0.00 -0.01 -0.03
C 6.86586 -2.57379 0.18646 0.00 0.00 -0.06
C 6.40320 -4.01227 0.02154 0.00 -0.01 0.06
O 5.95265 -4.32540 -1.28218 -0.07 0.02 -0.01
C 6.92052 -4.21099 -2.31387 0.05 -0.01 -0.06
C 8.11134 -5.13876 -2.14821 -0.02 0.00 0.08
H 6.10131 -1.88583 -0.18023 -0.01 0.01 0.02
H 7.05242 -2.36216 1.23993 -0.01 0.00 0.01
H 7.78942 -2.37379 -0.35731 0.01 -0.01 0.01
H 5.54166 -4.19886 0.66573 0.00 0.00 0.00
H 7.19200 -4.70397 0.33692 0.01 0.01 -0.01
H 7.25626 -3.17207 -2.41194 0.00 0.00 0.02
H 6.38063 -4.45915 -3.22730 -0.01 -0.01 0.00
H 8.74180 -4.85509 -1.30451 0.01 0.01 -0.01
H 8.73052 -5.10889 -3.04474 0.00 0.00 -0.02
H 7.77485 -6.16415 -1.99220 0.00 -0.01 -0.03
```
Positions in Å, forces in eV/Å.

For the electronic energy, the calculation gives -2023.350712 a.u. The value obtained for the HOMO-LUMO gap is 9.19 eV. The net charge is +1. The value obtained for the LUMO energy is -2.1409 eV. As for the HOMO energy: -11.3342 eV. Its spin multiplicity is 1.

Atomic partial charges in e from the Löwdin method, atoms 1 to 99: C -0.141; Si 0.558; C -0.149; C -0.142; N -0.129; C -0.124; C -0.147; C -0.122; C -0.124; H 0.036; H 0.054; H 0.031; H 0.051; H 0.043; H 0.044; H 0.053; H 0.042; H 0.024; H 0.133; H 0.130; H 0.128; H 0.123; H 0.100; H 0.105; H 0.118; H 0.117; H 0.132; C -0.054; C -0.284; O -0.169; C -0.264; C -0.066; H 0.064; H 0.079; H 0.064; H 0.087; H 0.109; H 0.108; H 0.120; H 0.066; H 0.082; H 0.084; C -0.083; C -0.287; O -0.159; C -0.273; C -0.077; H 0.075; H 0.069; H 0.073; H 0.096; H 0.112; H 0.109; H 0.120; H 0.067; H 0.080; H 0.083; C -0.076; C -0.276; O -0.164; C -0.283; C -0.077; H 0.085; H 0.080; H 0.068; H 0.120; H 0.107; H 0.111; H 0.115; H 0.072; H 0.074; H 0.048; C -0.070; C -0.268; O -0.166; C -0.283; C -0.062; H 0.083; H 0.081; H 0.055; H 0.119; H 0.112; H 0.109; H 0.079; H 0.068; H 0.076; H 0.076; C -0.076; C -0.278; O -0.190; C -0.277; C -0.075; H 0.082; H 0.078; H 0.069; H 0.112; H 0.110; H 0.110; H 0.115

Entry from OMol25: a single C5H8O2 molecule at a distorted geometry (ωB97M-V/def2-TZVPD).

```
15
Properties=species:S:1:pos:R:3:forces:R:3
C 3.06965 -0.32178 0.45239 -1.14 0.03 0.17
C 2.06824 -0.05667 -0.37468 -1.90 -2.11 0.43
O 0.52636 -0.65784 -0.14987 6.48 1.30 -0.10
C -0.29023 0.37297 -0.37654 -5.57 -2.22 -0.14
O -0.33190 1.36012 0.57983 0.15 0.04 0.20
C -1.81329 -0.62460 -0.29480 1.62 2.62 -0.23
C -2.96258 -0.04676 0.03548 0.27 -0.20 -0.08
H 2.85006 -0.72524 1.43935 0.19 -0.17 -0.26
H 4.10877 -0.11846 0.18651 -0.45 0.20 0.03
H 2.19846 0.37022 -1.36254 -0.51 -0.02 0.02
H -0.25952 0.80888 -1.37987 0.28 0.20 0.24
H -0.52378 0.91317 1.42255 0.10 0.24 -0.27
H -1.73039 -1.68190 -0.52416 0.25 0.12 -0.03
H -3.01766 1.01969 0.24445 0.04 -0.11 -0.02
H -3.89219 -0.61181 0.10192 0.18 0.08 0.03
```
Positions in Å, forces in eV/Å.

For the electronic energy, the calculation gives -345.660517 a.u. The value obtained for the HOMO-LUMO gap is 10.71 eV. The net charge is 0. As for the SMILES: C=CO[C@H](O)C=C. The value obtained for the LUMO energy is 1.0611 eV. As for the HOMO energy: -9.6486 eV. Its spin multiplicity is 1.

How positive or negative is each atom? The Löwdin charges in e answer that: C 0.017; C -0.040; O -0.093; C -0.482; O 0.008; C -0.042; C -0.038; H 0.068; H 0.066; H 0.100; H 0.142; H 0.117; H 0.076; H 0.054; H 0.049